{"formula": "C31H67Cl7F3O14Pb", "method": "ωB97M-V/def2-TZVPD", "total_energy_ha": -5988.119626, "spin_multiplicity": 1, "gap_ev": 7.5532, "total_charge": 1, "species": ["Pb", "Cl", "C", "O", "C", "C", "O", "C", "C", "O", "C", "H", "H", "H", "H", "H", "H", "H", "H", "H", "H", "H", "H", "H", "H", "C", "O", "C", "C", "O", "C", "C", "O", "C", "H", "H", "H", "H", "H", "H", "H", "H", "H", "H", "H", "H", "H", "H", "C", "O", "C", "C", "O", "C", "C", "O", "C", "H", "H", "H", "H", "H", "H", "H", "H", "H", "H", "H", "H", "H", "H", "C", "O", "C", "C", "O", "C", "C", "O", "C", "H", "H", "H", "H", "H", "H", "H", "H", "H", "H", "H", "H", "H", "H", "C", "C", "O", "C", "O", "C", "F", "F", "F", "H", "H", "H", "H", "H", "C", "Cl", "Cl", "H", "H", "C", "Cl", "Cl", "H", "H", "C", "Cl", "Cl", "H", "H"], "coordinates": [[0.30, -0.25, 3.17], [0.78, 0.09, 0.16], [-2.55, 1.06, 1.44], [-2.03, 0.78, 2.69], [-2.89, 0.13, 3.64], [-2.97, -1.40, 3.35], [-1.72, -1.87, 3.02], [-1.63, -3.23, 2.70], [-0.45, -3.65, 1.91], [0.70, -2.85, 2.19], [1.76, -3.07, 1.28], [-1.84, 1.69, 0.92], [-3.53, 1.53, 1.39], [-2.60, 0.11, 0.91], [-3.92, 0.48, 3.51], [-2.56, 0.41, 4.63], [-3.65, -1.59, 2.52], [-3.38, -1.87, 4.24], [-2.51, -3.66, 2.21], [-1.63, -3.82, 3.62], [-0.69, -3.52, 0.85], [-0.32, -4.70, 2.16], [2.22, -4.06, 1.32], [2.51, -2.31, 1.50], [1.42, -2.88, 0.26], [-3.84, -7.23, -0.64], [-4.94, -7.67, 0.12], [-5.80, -6.67, 0.68], [-6.46, -5.65, -0.30], [-5.58, -4.63, -0.74], [-5.45, -3.55, 0.18], [-4.52, -2.36, -0.33], [-3.20, -2.76, -0.73], [-3.02, -3.28, -2.03], [-3.19, -6.64, -0.01], [-4.19, -6.71, -1.54], [-3.33, -8.12, -1.02], [-5.23, -6.20, 1.49], [-6.62, -7.24, 1.12], [-7.35, -5.19, 0.12], [-6.89, -6.13, -1.17], [-5.02, -3.91, 1.11], [-6.46, -3.15, 0.33], [-4.42, -1.56, 0.41], [-5.11, -1.89, -1.12], [-3.48, -4.25, -2.17], [-1.94, -3.45, -2.00], [-3.28, -2.60, -2.85], [-0.65, 4.80, 0.01], [-0.54, 4.75, -1.41], [-1.73, 4.86, -2.20], [-1.33, 4.97, -3.66], [-0.72, 3.69, -4.02], [-0.34, 3.51, -5.38], [1.09, 3.99, -5.60], [1.12, 5.37, -5.84], [2.42, 5.97, -5.84], [-0.85, 5.84, 0.29], [0.23, 4.39, 0.51], [-1.47, 4.17, 0.34], [-2.23, 5.79, -1.95], [-2.45, 4.07, -1.95], [-0.58, 5.74, -3.80], [-2.14, 5.24, -4.34], [-1.01, 4.02, -6.08], [-0.35, 2.45, -5.62], [1.53, 3.33, -6.35], [1.66, 3.82, -4.69], [3.03, 5.75, -4.96], [2.39, 7.05, -5.96], [3.03, 5.58, -6.65], [2.40, -2.55, 4.95], [2.55, -1.55, 3.93], [3.85, -0.96, 3.86], [3.84, 0.14, 2.78], [2.69, 0.95, 3.01], [2.76, 2.21, 2.34], [1.75, 3.13, 2.97], [0.46, 2.52, 3.10], [-0.49, 3.34, 3.73], [1.34, -2.73, 5.11], [2.80, -2.30, 5.93], [2.83, -3.47, 4.57], [4.61, -1.73, 3.71], [4.13, -0.55, 4.83], [3.82, -0.23, 1.76], [4.75, 0.72, 2.93], [2.58, 2.02, 1.28], [3.73, 2.70, 2.44], [1.66, 4.06, 2.41], [2.15, 3.55, 3.90], [-0.59, 4.28, 3.18], [-0.26, 3.54, 4.77], [-1.50, 2.95, 3.76], [5.38, -1.21, -0.18], [4.75, 0.07, -0.77], [5.15, 1.28, -0.21], [6.32, 1.87, -0.44], [7.16, 1.43, -1.18], [6.56, 3.23, 0.38], [6.80, 4.18, -0.55], [5.51, 3.63, 1.04], [7.64, 3.20, 1.20], [6.44, -1.26, -0.42], [4.89, -1.97, -0.77], [5.27, -1.39, 0.89], [3.66, 0.07, -0.70], [4.98, 0.03, -1.83], [1.80, 2.90, -1.91], [2.16, 1.50, -2.96], [3.23, 3.60, -1.16], [1.49, 3.74, -2.53], [1.04, 2.65, -1.17], [-1.88, 0.44, -2.26], [-3.40, 1.28, -1.90], [-1.88, -0.18, -3.94], [-0.99, 1.06, -2.13], [-1.83, -0.39, -1.54], [1.63, -1.87, -3.05], [3.20, -1.84, -3.85], [0.66, -3.26, -3.48], [1.78, -1.75, -1.98], [1.03, -0.98, -3.21]], "mulliken_charge": [1.127, -0.591, -0.456, 0.031, -1.062, 0.002, -0.009, -0.573, -0.514, 0.179, -0.442, -0.110, 0.358, 0.129, 0.551, 0.183, -0.030, 0.391, 0.183, 0.358, 0.222, 0.338, 0.353, -0.036, 0.104, -0.395, -0.392, -0.411, -0.530, -0.319, -0.488, -0.606, 0.042, -0.373, 0.138, 0.164, 0.307, 0.257, 0.310, 0.437, 0.345, 0.207, 0.417, 0.127, 0.446, 0.074, 0.023, 0.278, -0.807, -0.131, -0.493, -0.654, -0.059, -0.740, -0.003, -0.360, -0.765, 0.429, 0.072, 0.308, 0.399, 0.194, 0.313, 0.489, 0.359, 0.365, 0.497, -0.148, 0.266, 0.267, 0.342, -0.959, 0.165, -1.075, 0.777, -0.349, 0.492, -1.030, 0.134, -0.828, 0.184, 0.378, 0.304, 0.407, 0.509, -0.926, 0.406, -0.251, 0.224, 0.460, 0.425, 0.297, 0.324, 0.133, -1.115, -0.118, -0.079, 0.459, -0.526, 0.737, -0.265, -0.148, -0.277, 0.440, 0.349, 0.232, -0.014, 0.545, 0.716, -0.102, -0.193, 0.049, -0.661, 1.538, -0.251, -0.216, -0.629, -0.473, 0.923, -0.167, -0.183, -0.425, -0.231]}

***

{"formula": "C31H67N6O10", "method": "ωB97M-V/def2-TZVPD", "total_energy_ha": -2301.933547, "spin_multiplicity": 1, "gap_ev": 8.1286, "relative_energy_ev": 0.000, "total_charge": 1, "species": ["C", "C", "O", "C", "C", "N", "C", "N", "C", "C", "C", "O", "C", "N", "N", "N", "N", "C", "C", "C", "C", "C", "C", "C", "C", "O", "C", "C", "O", "H", "H", "H", "H", "H", "H", "H", "H", "H", "H", "H", "H", "H", "H", "H", "H", "H", "H", "H", "H", "H", "H", "H", "H", "H", "H", "H", "H", "H", "H", "H", "H", "H", "H", "H", "H", "H", "H", "H", "C", "O", "C", "C", "O", "C", "C", "O", "C", "H", "H", "H", "H", "H", "H", "H", "H", "H", "H", "H", "H", "H", "H", "C", "O", "C", "C", "O", "C", "C", "O", "C", "H", "H", "H", "H", "H", "H", "H", "H", "H", "H", "H", "H", "H", "H"], "coordinates": [[-6.92, 3.76, 2.08], [-5.57, 4.44, 2.09], [-4.52, 3.50, 2.33], [-3.55, 3.46, 1.31], [-2.74, 2.21, 1.61], [-1.64, 1.95, 0.67], [-1.77, 1.84, -0.65], [-2.92, 1.99, -1.34], [-2.59, 1.86, -2.62], [-3.54, 1.96, -3.74], [-4.01, 0.55, -4.23], [-5.41, 0.43, -4.13], [-3.62, 0.31, -5.71], [-4.57, 0.79, -6.69], [-1.28, 1.61, -2.75], [-0.61, 1.43, -3.93], [-0.73, 1.58, -1.47], [0.68, 1.35, -1.22], [1.00, 0.37, -0.08], [0.01, -0.79, 0.09], [0.70, -2.10, 0.54], [0.84, -3.16, -0.57], [2.24, -3.19, -1.22], [3.21, -4.14, -0.53], [2.78, -5.60, -0.54], [2.32, -6.02, -1.83], [0.99, -6.18, -1.98], [0.52, -5.88, -3.38], [0.26, -6.57, -1.10], [-7.70, 4.52, 2.05], [-7.06, 3.13, 1.20], [-7.09, 3.16, 2.98], [-5.55, 5.18, 2.90], [-5.43, 4.99, 1.16], [-2.91, 4.34, 1.37], [-4.02, 3.43, 0.33], [-3.38, 1.33, 1.72], [-2.27, 2.36, 2.58], [-0.72, 1.81, 1.06], [-3.11, 2.53, -4.56], [-4.41, 2.50, -3.35], [-3.53, -0.23, -3.63], [-5.68, 0.68, -3.24], [-2.66, 0.80, -5.87], [-3.46, -0.75, -5.85], [-5.38, 0.18, -6.69], [-4.91, 1.71, -6.43], [0.31, 1.85, -3.92], [-0.58, 0.45, -4.19], [1.10, 0.92, -2.13], [1.19, 2.31, -1.08], [1.97, -0.06, -0.33], [1.17, 0.91, 0.85], [-0.58, -0.96, -0.81], [-0.68, -0.53, 0.90], [0.15, -2.54, 1.37], [1.69, -1.87, 0.94], [0.60, -4.14, -0.16], [0.11, -2.95, -1.36], [2.65, -2.17, -1.25], [2.14, -3.50, -2.26], [3.39, -3.86, 0.51], [4.19, -4.07, -1.02], [2.03, -5.79, 0.22], [3.63, -6.23, -0.29], [-0.56, -5.94, -3.39], [0.90, -6.66, -4.05], [0.87, -4.91, -3.70], [6.46, 6.93, 1.42], [5.77, 6.73, 0.20], [6.13, 5.52, -0.42], [5.09, 5.12, -1.44], [3.92, 4.52, -0.88], [3.02, 5.40, -0.22], [2.22, 6.28, -1.15], [2.99, 7.37, -1.60], [2.50, 7.93, -2.80], [7.54, 6.97, 1.26], [6.12, 7.87, 1.84], [6.24, 6.13, 2.13], [6.23, 4.72, 0.32], [7.09, 5.64, -0.94], [5.52, 4.34, -2.07], [4.83, 5.96, -2.08], [3.54, 6.00, 0.53], [2.32, 4.75, 0.31], [1.34, 6.67, -0.61], [1.87, 5.68, -2.00], [2.51, 7.19, -3.61], [3.15, 8.76, -3.07], [1.47, 8.30, -2.68], [-0.36, -6.48, 7.62], [-0.62, -5.90, 6.36], [-0.29, -4.53, 6.31], [-0.14, -4.06, 4.88], [1.11, -4.41, 4.29], [1.28, -5.76, 3.90], [0.54, -6.13, 2.63], [-0.83, -6.35, 2.88], [-1.61, -6.19, 1.71], [-0.95, -6.00, 8.41], [-0.63, -7.53, 7.56], [0.71, -6.40, 7.87], [0.64, -4.34, 6.85], [-1.10, -3.95, 6.79], [-0.15, -2.97, 4.89], [-0.98, -4.41, 4.27], [1.02, -6.45, 4.71], [2.35, -5.86, 3.70], [0.98, -7.05, 2.21], [0.66, -5.32, 1.90], [-1.51, -5.16, 1.33], [-2.65, -6.36, 1.97], [-1.30, -6.89, 0.93]], "mulliken_charge": [-1.106, -0.299, -0.348, -0.355, -0.862, 0.194, -0.073, -0.605, 0.833, -1.156, 0.346, -0.542, -0.908, -0.610, 0.302, -1.044, 0.701, -1.178, -0.865, -0.147, -1.181, 0.675, -0.960, -0.726, -0.136, -0.417, 0.784, -1.110, -0.532, 0.376, 0.273, 0.293, 0.328, 0.325, 0.214, 0.415, 0.297, 0.346, 0.287, 0.409, 0.469, 0.250, 0.373, 0.362, 0.346, 0.305, 0.256, 0.296, 0.247, 0.542, 0.277, 0.606, 0.385, 0.295, 0.317, 0.261, 0.484, -0.606, 0.464, 0.316, 0.345, 0.319, 0.393, -0.042, 0.471, 0.336, 0.326, 0.307, -0.773, -0.263, -0.593, -0.458, -0.372, -0.522, -0.566, -0.262, -0.764, 0.321, 0.238, 0.325, 0.343, 0.438, 0.388, 0.208, 0.255, 0.412, 0.456, 0.313, 0.320, 0.245, 0.320, -0.787, -0.250, -0.748, -0.245, -0.467, -0.629, 0.513, -0.386, -0.513, 0.321, 0.236, 0.329, 0.345, 0.441, 0.381, 0.205, 0.180, 0.466, 0.542, -0.584, 0.127, 0.332, 0.240]}

***

{"formula": "C31H68BrN4O9PS2Si", "method": "ωB97M-V/def2-TZVPD", "total_energy_ha": -6119.359854, "spin_multiplicity": 1, "gap_ev": 8.9517, "relative_energy_ev": 0.000, "smiles": "CCCOC[C@H]1[C@](CCCOC)([Si](C)(C)C)[C@@](C[C@H](C)Br)([PH2]=S)S(=O)(=O)O[C@@]1(N)CCCOC.CN(C)C=O.CN(C)C=O.CN(C)C=O", "species": ["C", "C", "C", "O", "C", "C", "C", "N", "C", "C", "C", "O", "C", "O", "S", "O", "O", "C", "C", "C", "C", "Br", "P", "S", "C", "C", "C", "C", "O", "C", "Si", "C", "C", "C", "H", "H", "H", "H", "H", "H", "H", "H", "H", "H", "H", "H", "H", "H", "H", "H", "H", "H", "H", "H", "H", "H", "H", "H", "H", "H", "H", "H", "H", "H", "H", "H", "H", "H", "H", "H", "H", "H", "H", "H", "H", "H", "H", "H", "H", "H", "H", "C", "O", "N", "C", "C", "H", "H", "H", "H", "H", "H", "H", "C", "O", "N", "C", "C", "H", "H", "H", "H", "H", "H", "H", "C", "O", "N", "C", "C", "H", "H", "H", "H", "H", "H", "H"], "coordinates": [[0.56, 1.95, 4.63], [0.38, 0.63, 5.39], [-0.73, -0.25, 4.84], [-0.69, -0.47, 3.44], [0.45, -1.21, 3.01], [0.01, -2.25, 1.95], [0.42, -3.63, 2.52], [-0.41, -3.87, 3.67], [1.90, -3.74, 2.95], [2.58, -5.10, 2.77], [2.18, -6.14, 3.82], [1.22, -7.06, 3.35], [1.77, -8.23, 2.79], [0.08, -4.71, 1.57], [0.27, -4.72, 0.00], [1.65, -4.92, -0.29], [-0.70, -5.66, -0.45], [-0.25, -3.04, -0.47], [-1.82, -3.11, -0.61], [-2.69, -3.88, 0.41], [-3.52, -5.02, -0.21], [-3.96, -2.70, 1.35], [0.24, -2.87, -2.29], [0.31, -4.42, -3.43], [0.37, -1.92, 0.46], [1.89, -1.60, 0.22], [3.01, -2.61, -0.01], [4.34, -1.89, 0.11], [5.39, -2.74, -0.31], [6.46, -2.91, 0.60], [-0.38, -0.10, 0.08], [0.78, 1.22, 0.74], [-2.05, 0.32, 0.79], [-0.46, 0.29, -1.76], [1.31, 1.87, 3.85], [0.88, 2.74, 5.30], [-0.38, 2.26, 4.18], [0.12, 0.84, 6.43], [1.33, 0.08, 5.42], [-1.69, 0.24, 5.02], [-0.75, -1.22, 5.35], [0.87, -1.72, 3.87], [1.21, -0.52, 2.63], [-1.08, -2.23, 2.00], [-0.26, -4.82, 3.99], [-1.39, -3.80, 3.42], [2.49, -2.95, 2.47], [1.92, -3.51, 4.02], [2.37, -5.51, 1.78], [3.66, -4.94, 2.82], [3.08, -6.67, 4.17], [1.75, -5.66, 4.70], [0.95, -8.80, 2.35], [2.27, -8.84, 3.55], [2.49, -7.99, 2.00], [-2.20, -2.10, -0.78], [-2.00, -3.64, -1.54], [-2.10, -4.27, 1.23], [-4.58, -4.77, -0.25], [-3.39, -5.94, 0.37], [-3.18, -5.24, -1.21], [1.38, -2.06, -2.28], [-0.76, -1.97, -2.68], [2.20, -0.98, 1.06], [1.95, -0.92, -0.63], [2.98, -3.07, -1.00], [3.00, -3.44, 0.69], [4.34, -0.99, -0.52], [4.51, -1.56, 1.14], [7.23, -2.16, 0.45], [6.11, -2.86, 1.63], [6.89, -3.90, 0.42], [1.82, 1.14, 0.43], [0.39, 2.15, 0.30], [0.71, 1.34, 1.82], [-2.37, -0.24, 1.66], [-2.01, 1.38, 1.07], [-2.82, 0.23, 0.02], [-0.49, 1.39, -1.80], [0.45, 0.01, -2.29], [-1.34, -0.10, -2.26], [-0.90, 3.49, -4.26], [-0.56, 3.14, -3.14], [-2.16, 3.44, -4.72], [-2.51, 3.95, -6.03], [-3.19, 2.87, -3.87], [-0.19, 3.90, -4.99], [-3.25, 4.75, -5.95], [-2.92, 3.15, -6.66], [-1.63, 4.36, -6.52], [-3.26, 3.40, -2.92], [-2.97, 1.82, -3.66], [-4.15, 2.93, -4.39], [-1.63, 7.79, -6.42], [-1.58, 6.80, -7.13], [-0.62, 8.20, -5.63], [-0.72, 9.38, -4.80], [0.62, 7.44, -5.63], [-2.52, 8.43, -6.35], [0.03, 10.12, -5.07], [-0.59, 9.13, -3.74], [-1.71, 9.82, -4.93], [1.05, 7.40, -6.63], [0.43, 6.41, -5.30], [1.32, 7.91, -4.95], [-2.43, 4.63, -0.71], [-3.61, 4.66, -1.00], [-1.95, 4.97, 0.50], [-0.53, 4.93, 0.79], [-2.88, 5.38, 1.53], [-1.65, 4.32, -1.42], [-0.32, 4.23, 1.61], [-0.16, 5.91, 1.08], [0.01, 4.60, -0.09], [-3.60, 4.58, 1.74], [-3.44, 6.26, 1.22], [-2.33, 5.61, 2.44]], "mulliken_charge": [-1.052, -0.413, -0.614, -0.388, -2.447, -0.239, 0.492, -0.364, -1.560, -0.406, -1.155, -0.306, -0.770, -0.694, 1.549, -0.722, -0.679, 1.499, -2.523, 0.982, -1.238, -0.149, 0.165, -0.334, 2.798, -1.976, -0.219, -1.161, -0.382, -0.717, 0.348, -0.728, -1.188, -0.525, 0.255, 0.460, 0.219, 0.473, 0.202, 0.510, 0.312, 0.914, 0.190, 0.194, 0.446, 0.326, 0.591, 0.600, 0.041, 0.677, 0.369, 0.404, 0.268, 0.325, 0.333, 0.502, 1.118, -0.455, 0.389, 0.324, 0.316, 0.078, 0.055, 0.059, 1.030, 0.614, -0.267, 0.364, 0.426, 0.297, 0.303, 0.253, 0.366, -0.086, -0.083, 0.145, 0.301, 0.466, -0.152, 0.376, 0.293, -0.082, -0.627, 0.181, -1.071, -0.695, 0.429, 0.355, 0.345, 0.362, 0.175, 0.176, 0.394, 0.121, -0.582, 0.128, -0.920, -0.747, 0.295, 0.335, 0.330, 0.293, 0.308, 0.098, 0.388, 0.477, -0.704, 0.132, -0.780, -1.048, 0.009, 0.155, 0.390, 0.323, 0.323, 0.305, 0.407]}

***

- Which formula does entry 3 have?
  C31H68BrN4O9PS2Si